No. 1
Density functional theory data (ωB97M-V with the def2-TZVPD basis set) for a cluster of 2 separate species, C2H7NO2S2 in total.

Last column: Mulliken charge in e.
Cartesian coordinates (Å):
C1 0.64516 1.67119 -0.73719  -0.272
C2 -2.87757 -0.93305 0.76675  -0.677
N1 3.43179 -1.02034 0.11353  -0.448
O1 1.30224 -0.59350 1.19894  -0.486
O2 1.52800 0.61480 -1.02581  -0.323
S1 -2.12089 -0.43627 -0.76156  -0.109
S2 1.94768 -0.77689 -0.05923  0.776
H1 0.05245 1.87410 -1.59693  0.239
H2 1.13251 2.54666 -0.37638  0.246
H3 0.06956 1.14591 0.03916  -0.018
H4 -2.61482 -0.02291 1.34658  0.226
H5 -2.51261 -1.85506 1.01456  0.278
H6 -4.03124 -0.92759 0.81632  0.297
H7 4.04776 -1.28705 -0.73872  0.269

Atomic forces in eV per Å
-0.8 -2.3 1.9
-2.7 2.9 -0.9
2.1 -0.6 -2.1
-1.0 0.1 1.0
2.9 -1.8 -1.2
-0.3 0.0 -0.6
-0.8 1.8 -1.2
-0.5 0.1 -0.7
0.6 0.6 0.4
-0.8 1.4 0.2
0.2 -1.0 0.5
1.0 -2.0 1.4
1.7 0.0 -0.5
-1.7 0.8 1.7

Calculated values
- Spin multiplicity: 3
- Orbital gap (alpha / beta): 10.1 / 6.7 eV
- E_tot: -29437.789 eV
- LUMO level (alpha / beta): 0.7469 / -2.2532 eV

No. 2
Density functional theory data (ωB97M-V with the def2-TZVPD basis set) for a structure of composition C4H32N2O11.

Last column: Mulliken charge in e.
Cartesian coordinates (Å):
C1 0.55322 -2.15001 -1.18015  0.766
C2 -0.11015 -1.64867 -2.49013  -0.778
C3 -0.14563 -0.16355 -2.48462  0.211
C4 0.53142 0.79904 -3.12417  -0.337
N1 0.66102 2.09571 -2.63553  -0.313
N2 1.98170 -2.36960 -1.20250  -0.301
H1 0.06389 -3.13145 -0.95234  0.306
H2 0.33914 -1.51707 -0.32688  -0.756
H3 0.40443 -2.09215 -3.34350  0.445
H4 -1.09901 -2.10026 -2.48673  0.294
H5 -0.75593 0.27698 -1.67895  -0.152
H6 1.35135 0.45064 -3.76066  0.320
H7 -0.12462 2.33325 -2.04982  0.122
H8 0.99469 2.83212 -3.23117  0.204
H9 2.40605 -2.68063 -2.06180  0.157
H10 2.46028 -1.60634 -0.74924  0.128
H11 -1.85914 3.59460 -1.57691  0.237
H12 -1.70379 3.54762 -0.09382  0.308
O1 -1.46548 3.03751 -0.89219  -0.573
H13 3.04168 -1.07802 0.66436  0.342
H14 2.82248 -2.21814 -0.15272  0.387
O2 2.68923 -1.98789 0.78687  -0.842
H15 -3.06155 -1.52411 -0.40769  0.403
H16 -1.79387 -1.95470 0.34064  0.137
O3 -2.48556 -2.28313 -0.23399  -0.677
H17 -2.92602 0.84874 -0.75288  0.333
H18 -2.87656 0.76214 0.69929  0.395
O4 -3.49234 0.55715 -0.02014  -0.742
H19 -1.69770 2.10097 1.73252  0.381
H20 -0.75667 3.05881 2.35596  0.313
O5 -1.41921 3.01604 1.65626  -0.682
H21 -2.22758 -2.85178 1.41640  0.422
H22 -0.72607 -2.74509 1.88688  0.338
O6 -1.63663 -2.84622 2.17369  -0.712
H23 -0.54038 1.16637 3.90770  0.301
H24 0.42188 0.91285 2.75131  0.371
O7 0.17062 1.58765 3.40993  -0.717
H25 0.80608 1.98189 -0.74290  0.306
H26 0.91920 2.18962 0.72920  0.328
O8 1.32958 1.67737 0.01574  -0.624
H27 1.37743 -1.38390 2.03820  0.409
H28 1.13111 -0.21820 1.18486  0.234
O9 0.75725 -0.63270 1.97802  -0.646
H29 3.45052 1.48615 0.32773  0.272
H30 4.54901 0.99340 1.25523  0.255
O10 3.77920 0.69643 0.76619  -0.587
H31 -2.78173 -0.33991 2.46138  0.289
H32 -1.29554 -0.55840 2.03434  0.332
O11 -2.01132 0.07885 2.05872  -0.611

Atomic forces in eV per Å
-0.7 -1.9 -0.4
0.5 -0.1 0.4
-0.9 1.6 0.4
1.9 -1.9 0.3
-0.5 -0.2 -0.2
-0.9 -0.4 -4.2
0.3 0.6 -0.1
-0.1 0.3 -0.1
0.2 0.2 -0.1
-0.3 0.3 -0.1
-0.1 -0.5 -0.1
-0.4 0.4 -0.5
-0.3 0.7 -0.3
-0.2 -0.1 -0.2
-0.3 0.3 -0.4
-1.8 2.7 -4.4
0.1 -0.3 -0.3
0.5 -0.7 0.3
-0.7 0.9 -0.4
0.3 0.0 1.6
1.1 -4.3 3.3
2.4 2.2 4.1
0.0 0.2 0.2
0.2 0.8 -0.5
-0.4 -0.3 -0.6
-0.5 0.1 -0.2
-0.3 -0.5 0.3
0.5 0.3 -0.9
-0.1 -0.4 0.1
0.1 0.0 0.2
0.0 0.5 0.2
-0.2 -0.6 -0.1
0.1 -0.2 -0.2
0.2 0.1 1.2
0.1 0.1 -0.1
0.1 -0.1 0.6
0.1 0.3 0.1
0.6 -0.3 -0.1
0.2 -0.1 0.1
-0.5 0.3 0.7
-0.1 0.0 0.2
-0.3 0.4 -0.1
0.1 -0.4 -0.4
-0.5 0.0 -0.2
0.2 -0.2 0.1
0.3 0.0 0.0
0.3 -0.2 0.0
0.4 -0.4 0.2
-0.4 0.8 0.5

Calculated values
- Spin multiplicity: 1
- Orbital gap: 8.5 eV
- E_tot: -30167.214 eV
- LUMO level: 0.3199 eV

No. 3
Density functional theory data (ωB97M-V with the def2-TZVPD basis set) for a cluster of 2 separate species, C2H3N3O2 in total.

Last column: Mulliken charge in e.
Cartesian coordinates (Å):
C1 -0.38195 1.50511 0.03862  0.216
C2 0.03771 0.16025 -0.22345  -0.026
N1 -0.79719 2.55001 0.24819  -0.351
N2 1.29809 -0.06275 0.32202  -0.421
N3 -0.98299 -0.96200 -0.01378  0.899
O1 -0.55133 -1.95772 0.47379  -0.531
O2 -2.06371 -0.67329 -0.40751  -0.513
H1 0.20653 0.14719 -1.70367  0.297
H2 1.44264 0.13870 1.27412  0.219
H3 1.79220 -0.84550 -0.00834  0.211

Atomic forces in eV per Å
-1.3 -0.2 0.2
2.7 -0.3 -4.7
0.1 0.5 0.1
-0.3 0.6 -0.8
1.3 2.1 -0.1
-0.2 -1.3 0.4
-2.0 -0.6 -0.3
-0.7 -0.1 4.4
0.0 0.2 1.1
0.4 -1.0 -0.3

Calculated values
- Spin multiplicity: 1
- Orbital gap: 10.1 eV
- E_tot: -10682.905 eV
- LUMO level: -0.6059 eV

| no. | F_max (eV Å⁻¹) |
| --- | --- |
| 1 | 4.0 |
| 2 | 5.5 |
| 3 | 5.4 |